Computed, not measured: C26H75N7O10 as an isolated structure, with ωB97M-V with the def2-TZVPD basis set.

Geometry (Å):
N 0.590 -0.172 -0.858
H 0.146 -0.718 -0.070
H 1.021 0.517 -0.370
H -0.258 0.325 -1.260
H 1.110 -0.719 -1.282
C 4.081 -0.334 -1.747
O 3.645 0.411 -0.797
O 5.385 -0.160 -2.204
O 3.375 -1.132 -2.519
H 5.914 0.182 -1.594
C -0.870 -1.845 -3.452
C -1.795 -2.360 -2.439
C -1.252 -3.688 -1.872
O -1.544 -4.783 -2.789
C -0.870 -5.942 -2.369
N -2.128 -1.440 -1.402
H -1.034 -0.900 -3.899
H -0.961 -2.337 -4.361
H 0.196 -1.675 -3.117
H -2.673 -2.629 -2.922
H -1.758 -4.121 -0.793
H -0.057 -3.635 -1.590
H -1.306 -6.839 -2.898
H -1.103 -6.237 -1.406
H 0.297 -5.807 -2.636
H -2.846 -1.880 -0.779
H -2.676 -0.725 -1.678
C 0.401 2.195 2.182
C -0.296 1.540 0.868
C -1.885 1.564 1.177
O -2.191 0.564 2.190
C -3.574 0.489 2.404
N -0.116 2.563 -0.140
H 0.333 3.368 2.365
H 1.356 1.920 2.312
H 0.017 1.713 3.176
H 0.046 0.645 0.596
H -2.439 1.142 0.240
H -2.318 2.522 1.456
H -3.965 1.343 2.819
H -4.047 -0.418 3.059
H -3.954 0.463 1.384
H 0.851 2.594 -0.364
H -0.414 3.460 0.062
C -0.820 2.992 -3.017
C -2.043 2.803 -2.401
C -2.913 1.793 -3.077
O -3.416 2.283 -4.250
C -4.109 1.479 -5.148
N -1.726 2.106 -1.011
H -0.113 3.827 -2.735
H -0.753 3.119 -3.967
H -0.212 2.171 -2.889
H -2.524 3.759 -2.141
H -3.722 1.616 -2.473
H -2.281 0.918 -3.283
H -4.166 2.069 -6.098
H -5.080 1.184 -4.805
H -3.511 0.503 -5.533
H -0.996 2.499 -0.397
H -2.602 2.115 -0.479
C 3.467 -2.510 1.287
C 2.216 -2.767 2.125
C 1.991 -1.717 3.340
O 2.922 -1.878 4.306
C 3.030 -0.767 5.151
N 1.058 -2.625 1.149
H 3.442 -1.611 0.951
H 3.582 -3.326 0.476
H 4.411 -2.722 1.783
H 2.181 -3.636 2.720
H 1.127 -1.903 4.032
H 1.980 -0.641 3.214
H 2.799 0.270 4.645
H 3.930 -0.868 5.737
H 2.168 -0.991 5.905
H 0.105 -2.884 1.577
H 0.896 -3.611 0.519
C 1.894 4.509 -0.922
C 2.741 4.099 0.220
C 2.467 4.856 1.459
O 2.933 6.170 1.332
C 2.648 7.091 2.325
N 2.300 2.667 0.450
H 0.950 4.460 -0.760
H 1.949 3.727 -1.639
H 2.232 5.494 -1.099
H 3.898 4.097 -0.073
H 3.370 4.287 2.253
H 1.460 4.854 1.713
H 3.207 8.118 2.087
H 3.118 6.667 3.277
H 1.530 7.197 2.497
H 2.641 2.546 1.299
H 2.834 1.976 -0.081
C -2.644 -4.430 0.981
C -2.512 -3.184 1.785
C -1.711 -3.302 3.089
O -2.403 -3.944 4.129
C -1.865 -3.726 5.456
N -1.924 -2.178 1.045
H -3.602 -4.286 0.093
H -3.057 -5.408 1.465
H -1.671 -4.694 0.535
H -3.669 -2.757 1.978
H -1.441 -2.353 3.470
H -0.826 -4.101 3.150
H -0.856 -4.460 5.701
H -2.459 -4.274 5.954
H -1.752 -2.741 5.953
H -2.017 -1.338 1.672
H -2.492 -2.060 0.332
C 2.360 0.864 -5.214
O 1.767 0.630 -3.865
H 2.802 1.927 -5.387
H 1.484 0.820 -5.873
H 3.082 0.166 -5.535
H 2.423 -0.084 -3.168

Computed properties:
charge: 0
relative energy (zero: lowest compared OMol25 entry of this formula, charge and spin): 148.27 kcal per mole
orbital gap: 7.608 eV
2S+1: 1
E_tot: -59054.3873 eV


Computed, not measured: C26H76CrO24 as an isolated structure, with ωB97M-V with the def2-TZVPD basis set.

Geometry (Å):
Cr -12.619 -9.571 19.627
C -13.590 -9.075 24.001
C -14.058 -8.928 22.526
O -13.003 -8.798 21.635
H -12.842 -9.853 24.157
H -14.452 -9.409 24.578
H -13.302 -8.137 24.475
H -14.720 -8.071 22.406
H -14.688 -9.793 22.319
C -11.111 -11.327 15.574
C -11.734 -11.331 16.988
O -11.831 -10.192 17.717
H -11.148 -12.354 15.211
H -10.048 -11.086 15.552
H -11.696 -10.721 14.881
H -11.129 -12.033 17.562
H -12.677 -11.877 16.971
C -11.422 -12.057 22.879
C -12.192 -12.277 21.585
O -11.607 -11.464 20.502
O -10.092 -12.517 22.737
H -11.993 -12.618 23.619
H -11.498 -11.021 23.210
H -13.194 -11.953 21.865
H -12.220 -13.292 21.188
H -10.769 -11.877 20.280
H -10.046 -13.377 22.314
C -14.103 -6.965 14.381
C -13.583 -8.231 15.060
O -12.344 -7.908 15.741
O -14.731 -6.097 15.344
H -14.897 -7.363 13.748
H -13.281 -6.539 13.806
H -13.361 -8.894 14.224
H -14.275 -8.572 15.830
H -12.001 -8.693 16.176
H -14.110 -5.788 16.008
C -8.071 -9.895 21.103
C -7.462 -10.192 22.551
O -8.582 -10.260 23.501
O -8.315 -8.466 21.211
H -8.939 -10.544 20.987
H -7.428 -10.027 20.233
H -6.712 -9.559 23.024
H -6.978 -11.167 22.611
H -9.229 -10.919 23.238
H -8.991 -8.268 21.863
C -15.273 -9.933 18.363
C -15.224 -8.320 18.661
O -13.891 -7.861 18.793
O -14.498 -10.712 19.314
H -14.990 -10.079 17.321
H -16.318 -10.244 18.377
H -15.818 -7.985 19.512
H -15.659 -7.760 17.833
H -13.818 -6.904 18.778
H -14.597 -11.637 19.077
C -9.485 -6.094 24.065
C -10.568 -7.137 23.766
O -10.635 -7.492 22.422
O -10.100 -4.850 23.736
H -8.587 -6.283 23.476
H -9.260 -6.241 25.122
H -11.591 -6.834 23.988
H -10.309 -8.076 24.255
H -11.437 -8.016 22.356
H -10.424 -4.920 22.835
C -18.332 -9.137 22.015
C -18.113 -10.104 20.810
O -18.803 -11.313 20.935
O -19.737 -8.868 22.117
H -17.850 -8.211 21.704
H -17.801 -9.390 22.932
H -17.043 -10.281 20.698
H -18.344 -9.638 19.852
H -19.743 -11.145 20.836
H -19.877 -7.919 22.073
C -13.340 -3.635 21.845
C -13.331 -5.174 21.929
O -14.282 -5.895 21.208
O -14.442 -3.150 22.657
H -13.426 -3.390 20.786
H -12.385 -3.264 22.215
H -13.204 -5.535 22.950
H -12.386 -5.380 21.426
H -14.205 -6.810 21.490
H -14.459 -2.198 22.534
C -9.134 -7.764 17.967
C -10.331 -7.225 18.778
O -10.797 -8.194 19.595
O -9.583 -8.622 16.932
H -8.434 -8.396 18.514
H -8.643 -6.850 17.635
H -11.026 -6.901 18.004
H -10.066 -6.325 19.333
H -10.461 -7.907 20.447
H -10.328 -9.101 17.303
C -9.214 -15.162 20.427
C -9.321 -14.084 19.316
O -9.063 -12.785 19.863
O -10.072 -14.905 21.570
H -8.152 -15.245 20.656
H -9.487 -16.087 19.918
H -10.334 -14.047 18.915
H -8.695 -14.348 18.464
H -8.214 -12.901 20.296
H -10.925 -15.218 21.260
C -13.639 -14.596 17.428
C -14.835 -13.796 18.060
O -14.720 -13.442 19.430
O -13.581 -15.870 18.152
H -12.707 -14.035 17.492
H -13.847 -14.952 16.419
H -15.741 -14.313 17.744
H -14.936 -12.908 17.436
H -14.994 -14.204 19.946
H -14.174 -16.468 17.691
C -14.121 -3.134 16.601
C -13.227 -4.222 17.313
O -14.093 -5.128 17.995
O -14.968 -2.622 17.689
H -14.771 -3.464 15.791
H -13.507 -2.312 16.232
H -12.552 -3.779 18.045
H -12.686 -4.806 16.568
H -14.745 -4.581 18.438
H -15.677 -2.115 17.286

Computed properties:
charge: 0
orbital gap (alpha / beta): 7.241 / 8.100 eV
2S+1: 5
E_tot: -105749.4247 eV


Computed, not measured: a 13-piece molecular cluster, C26H78O13 overall, with ωB97M-V with the def2-TZVPD basis set.

Geometry (Å):
C 1.511 -4.631 0.107
C 1.422 -3.437 -0.917
O 0.735 -3.718 -2.089
H 2.012 -4.302 1.018
H 2.019 -5.452 -0.399
H 0.484 -4.875 0.380
H 2.415 -3.008 -1.051
H 0.797 -2.664 -0.470
H 0.307 -2.903 -2.361
C 5.099 0.370 -1.283
C 4.334 -0.294 -2.331
O 4.226 -1.642 -2.126
H 4.599 0.381 -0.315
H 5.129 1.432 -1.529
H 6.064 -0.127 -1.187
H 4.829 -0.001 -3.256
H 3.325 0.108 -2.240
H 4.207 -2.164 -2.932
C -2.268 4.243 2.458
C -3.270 4.341 1.332
O -3.577 3.075 0.818
H -1.286 3.883 2.153
H -2.537 3.488 3.196
H -2.148 5.213 2.942
H -2.993 5.093 0.593
H -4.166 4.730 1.815
H -2.941 2.839 0.139
C 1.288 6.023 0.394
C 2.296 7.146 0.809
O 1.836 7.671 2.093
H 1.045 5.277 1.150
H 1.642 5.492 -0.490
H 0.307 6.432 0.153
H 2.197 8.017 0.162
H 3.354 6.901 0.709
H 2.399 8.374 2.425
C 0.311 0.877 5.204
C -0.759 1.495 6.074
O -0.612 0.904 7.378
H 0.419 1.387 4.246
H 0.302 -0.197 5.023
H 1.165 1.032 5.864
H -1.692 1.163 5.620
H -0.677 2.581 6.105
H -0.223 0.029 7.319
C -0.289 1.448 0.966
C 0.151 0.580 -0.218
O -0.036 1.098 -1.484
H 0.400 2.281 1.104
H -0.427 0.750 1.792
H -1.261 1.895 0.758
H -0.315 -0.400 -0.118
H 1.212 0.337 -0.157
H 0.303 0.392 -2.040
C 4.847 -5.022 -4.940
C 3.662 -4.824 -4.116
O 3.208 -3.512 -4.263
H 5.059 -6.081 -5.090
H 5.710 -4.631 -4.400
H 4.790 -4.680 -5.973
H 3.827 -4.966 -3.048
H 2.878 -5.519 -4.417
H 2.276 -3.510 -4.033
C -4.887 1.714 -2.970
C -3.428 1.898 -3.502
O -3.300 1.456 -4.814
H -4.959 0.646 -2.763
H -5.645 1.968 -3.711
H -5.048 2.300 -2.066
H -2.751 1.303 -2.889
H -3.222 2.968 -3.490
H -3.903 1.963 -5.363
C -4.777 -0.088 2.821
C -5.640 -1.142 3.431
O -7.022 -0.918 3.122
H -3.723 -0.293 3.007
H -4.996 0.976 2.917
H -4.644 -0.234 1.749
H -5.496 -1.107 4.511
H -5.261 -2.047 2.958
H -7.238 -1.236 2.243
C -2.204 -2.325 -1.810
C -1.693 -2.198 -3.225
O -0.445 -1.519 -3.268
H -2.293 -1.314 -1.412
H -1.512 -2.927 -1.222
H -3.187 -2.786 -1.717
H -2.395 -1.546 -3.744
H -1.676 -3.201 -3.653
H -0.368 -0.977 -4.056
C -1.293 -2.892 4.644
C -0.141 -3.785 5.115
O -0.460 -4.328 6.387
H -2.182 -3.494 4.455
H -0.951 -2.417 3.724
H -1.495 -2.156 5.423
H 0.860 -3.354 5.121
H 0.011 -4.595 4.402
H -1.252 -4.849 6.230
C 3.249 -0.211 3.067
C 2.871 -1.371 2.150
O 1.964 -2.123 2.884
H 4.059 0.333 2.580
H 3.530 -0.511 4.077
H 2.417 0.473 3.233
H 3.733 -2.039 2.145
H 2.550 -1.163 1.130
H 2.453 -2.852 3.272
C 0.945 2.215 -6.000
C 0.168 0.881 -6.338
O -0.628 0.720 -5.226
H 1.330 2.156 -4.982
H 0.359 3.134 -6.027
H 1.736 2.378 -6.732
H 0.826 0.021 -6.468
H -0.486 0.960 -7.207
H -1.379 1.316 -5.167

Computed properties:
charge: 0
relative energy (zero: lowest compared OMol25 entry of this formula, charge and spin): 114.42 kcal per mole
orbital gap: 10.129 eV
2S+1: 1
E_tot: -54838.7072 eV


Computed, not measured: a 13-piece molecular cluster, C26H78O13 overall, with ωB97M-V with the def2-TZVPD basis set.

Geometry (Å):
C 4.479 3.177 -0.321
C 3.866 2.256 -1.342
O 4.921 1.827 -2.142
H 3.810 3.547 0.456
H 4.899 4.080 -0.762
H 5.309 2.728 0.226
H 3.153 2.812 -1.951
H 3.375 1.391 -0.897
H 4.660 1.037 -2.621
C -1.568 -1.351 -6.088
C -1.372 -1.705 -4.607
O -2.550 -2.296 -4.133
H -0.574 -1.191 -6.505
H -2.154 -0.453 -6.285
H -2.024 -2.190 -6.614
H -1.131 -0.880 -3.937
H -0.590 -2.446 -4.440
H -2.429 -2.514 -3.206
C -3.666 -0.439 5.863
C -3.256 0.682 4.896
O -3.127 0.168 3.566
H -4.648 -0.900 5.764
H -3.555 -0.198 6.920
H -3.038 -1.305 5.654
H -2.267 1.003 5.225
H -3.964 1.510 4.906
H -2.344 -0.380 3.481
C 0.230 0.360 -1.198
C 0.529 -0.121 0.228
O -0.577 -0.854 0.650
H 1.073 0.986 -1.491
H -0.705 0.920 -1.191
H 0.177 -0.479 -1.891
H 0.757 0.721 0.881
H 1.450 -0.703 0.188
H -0.581 -0.833 1.610
C -0.473 2.641 -3.826
C -0.401 3.012 -5.316
O 0.199 1.984 -6.025
H -1.008 1.710 -3.638
H -0.892 3.453 -3.231
H 0.544 2.437 -3.492
H 0.222 3.901 -5.414
H -1.416 3.105 -5.702
H 0.289 2.281 -6.933
C 2.407 -1.029 -3.339
C 3.400 -0.178 -4.135
O 4.629 -0.450 -3.506
H 1.398 -1.021 -3.751
H 2.350 -0.755 -2.285
H 2.658 -2.090 -3.369
H 3.219 0.896 -4.080
H 3.471 -0.449 -5.189
H 4.909 -1.333 -3.758
C -0.735 4.707 -0.529
C 0.774 4.486 -0.661
O 1.060 3.427 0.238
H -1.086 5.479 -1.212
H -0.953 5.142 0.447
H -1.304 3.792 -0.696
H 1.289 5.426 -0.463
H 1.006 4.211 -1.690
H 1.111 3.832 1.107
C -0.319 2.781 3.474
C -0.135 4.362 3.535
O 0.864 4.788 2.633
H 0.528 2.390 4.037
H -0.318 2.444 2.437
H -1.251 2.428 3.915
H 0.143 4.594 4.563
H -1.063 4.909 3.368
H 1.114 5.706 2.766
C 2.696 -4.046 -0.222
C 2.458 -3.689 1.214
O 3.666 -3.397 1.857
H 3.080 -3.168 -0.740
H 1.732 -4.311 -0.657
H 3.353 -4.912 -0.307
H 2.043 -4.552 1.734
H 1.726 -2.892 1.348
H 3.468 -3.391 2.796
C -1.619 -3.159 3.296
C -0.504 -2.436 4.014
O -0.659 -1.086 3.714
H -1.517 -4.235 3.439
H -1.701 -2.949 2.229
H -2.566 -2.897 3.768
H 0.457 -2.748 3.605
H -0.528 -2.563 5.096
H -0.033 -0.589 4.245
C -4.445 -1.707 1.054
C -5.304 -2.059 -0.188
O -6.645 -2.427 0.139
H -4.643 -2.438 1.838
H -4.765 -0.760 1.488
H -3.377 -1.679 0.838
H -4.838 -2.906 -0.691
H -5.347 -1.200 -0.858
H -7.197 -1.684 -0.113
C 2.822 0.230 2.627
C 3.393 1.539 3.283
O 3.246 1.396 4.666
H 3.428 -0.638 2.886
H 2.978 0.389 1.560
H 1.818 -0.069 2.926
H 2.954 2.440 2.854
H 4.461 1.615 3.080
H 3.819 2.012 5.129
C -2.766 -4.748 -1.924
C -1.976 -3.879 -0.926
O -2.105 -2.501 -1.245
H -3.775 -4.336 -1.966
H -2.816 -5.823 -1.753
H -2.370 -4.566 -2.923
H -0.919 -4.117 -0.811
H -2.420 -4.038 0.057
H -1.561 -2.010 -0.626

Computed properties:
charge: +1
relative energy (zero: lowest compared OMol25 entry of this formula, charge and spin): 40.46 kcal per mole
orbital gap (alpha / beta): 8.975 / 2.326 eV
2S+1: 2
E_tot: -54831.5076 eV


> Which formula does entry 1 have?

C26H75N7O10


> What is the E_tot in the third record?

-54838.7072 eV